[1]
# C22H19N2O4

A cluster of 2 separate species, C22H19N2O4 in total in a non-equilibrium geometry (ωB97M-V/def2-TZVPD, the OMol25 dataset).

Structure (XYZ):
```
47
Properties=species:S:1:pos:R:3
C -2.7830 -5.5486 1.5605
O -2.5121 -4.5920 2.6148
C -2.3253 -3.2981 2.2388
C -1.9344 -2.3759 3.2449
C -1.6714 -1.0698 2.8979
C -1.8389 -0.6064 1.5672
C -1.5311 0.7647 1.2104
C -2.3686 1.5148 0.4405
C -2.1626 2.9032 0.2358
N -2.0215 4.0522 0.0689
C -3.6028 0.9894 -0.0516
N -4.6324 0.5949 -0.4497
C -2.2554 -1.5325 0.5888
C -2.4933 -2.8571 0.9023
H -2.8858 -6.5077 2.0692
H -3.7110 -5.3040 1.0231
H -1.9484 -5.5810 0.8448
H -1.8474 -2.7324 4.2727
H -1.3548 -0.3419 3.6486
H -0.6455 1.2261 1.6267
H -2.3607 -1.2094 -0.4495
H -2.8192 -3.5551 0.1263
C 1.2970 6.2921 -0.7997
C 0.8593 5.0810 -0.0227
O 1.2702 3.8912 -0.7230
C 1.1277 2.7134 -0.0130
C 1.4820 1.6156 -0.8703
C 1.5007 0.2443 -0.5213
C 2.3201 -0.6925 -1.3909
C 3.0423 -0.2558 -2.5107
C 3.8108 -1.1398 -3.2782
C 3.8624 -2.4960 -2.9364
C 3.1447 -2.9500 -1.8173
C 2.3800 -2.0613 -1.0578
O 0.8959 -0.2443 0.4498
O 0.7661 2.6972 1.1587
H 0.9167 7.1826 -0.2956
H 2.3872 6.3526 -0.8283
H 0.8999 6.2876 -1.8184
H 1.3185 5.0847 0.9747
H -0.2369 5.0973 0.0650
H 1.8296 1.9248 -1.8463
H 3.0082 0.7957 -2.7818
H 4.3674 -0.7507 -4.1315
H 4.4615 -3.1906 -3.5239
H 3.1786 -3.9990 -1.5222
H 1.8158 -2.4136 -0.1904
```

Values from the calculation:
**LUMO level**: 0.094 Ha
**Frontier orbital gap**: 6.5 eV
**Net charge**: -1
**Maximum force**: 0.05718 Eh/bohr
**Relative energy (zero: lowest compared OMol25 entry of this formula, charge and spin)**: 89.3 kJ/mol
**HOMO level**: -4.000 eV


[2]
# C22H19N3O2SeTi

A structure of composition C22H19N3O2SeTi in a non-equilibrium geometry (ωB97M-V/def2-TZVPD, the OMol25 dataset).

Structure (XYZ):
```
48
Properties=species:S:1:pos:R:3
Ti 0.7701 0.0292 0.7367
N 2.6725 1.2256 0.0224
C 3.6548 0.8269 1.0909
C 2.9606 -0.3875 1.6290
O 3.2482 -1.5130 1.3408
O 1.7728 -0.0423 2.2206
H 2.9613 0.8202 -0.8594
H 2.6484 2.2268 -0.1010
H 3.7034 1.6032 1.8425
H 4.6389 0.5955 0.7139
Se -0.5531 2.8971 0.1857
N -0.6641 1.2045 0.9663
C -0.9341 1.4131 2.3276
C -1.1712 0.3937 3.2472
C -1.3550 0.7339 4.5715
C -1.3419 2.0806 4.9805
C -1.1452 3.1002 4.0829
C -0.9326 2.7860 2.7191
N -0.7333 3.7152 1.7574
H -1.2282 -0.6329 2.9245
H -1.5380 -0.0426 5.3036
H -1.5106 2.3134 6.0249
H -1.1559 4.1402 4.3859
C -0.3423 -6.4546 -2.1462
C -0.2848 -6.5498 -0.7620
C -0.2878 -5.3975 0.0101
C -0.3308 -4.1382 -0.5870
C -0.3993 -4.0527 -1.9790
C -0.4095 -5.2031 -2.7528
C -0.2758 -2.9652 0.3029
C 0.1241 -1.7256 0.0302
C 0.8162 -1.2069 -1.1706
C 2.0861 -1.6730 -1.5566
C 2.7815 -1.0593 -2.5796
C 2.2554 0.0706 -3.2123
C 1.0248 0.5690 -2.8287
C 0.3065 -0.0632 -1.8111
H -0.3426 -7.3525 -2.7525
H -0.2496 -7.5213 -0.2825
H -0.2540 -5.4732 1.0934
H -0.4793 -3.0842 -2.4637
H -0.4796 -5.1249 -3.8321
H -0.6100 -3.1622 1.3184
H 2.4932 -2.5362 -1.0486
H 3.7400 -1.4563 -2.8920
H 2.8077 0.5494 -4.0138
H 0.6020 1.4271 -3.3370
H -0.7058 0.2411 -1.5984
```

Values from the calculation:
**LUMO level (alpha / beta)**: -0.155 / -0.161 Ha
**Multiplicity**: 2
**Frontier orbital gap (alpha / beta)**: 5.8 / 7.0 eV
**Net charge**: +1
**Maximum force**: 0.03253 Eh/bohr
**Relative energy (zero: lowest compared OMol25 entry of this formula, charge and spin)**: 106.8 kJ/mol
**HOMO level (alpha / beta)**: -9.976 / -11.354 eV


[3]
# C22H19N5PdS

A structure of composition C22H19N5PdS in a non-equilibrium geometry (ωB97M-V/def2-TZVPD, the OMol25 dataset).

Structure (XYZ):
```
48
Properties=species:S:1:pos:R:3
Pd -0.3977 1.0185 -1.0996
C -0.5248 4.8474 0.8776
C -1.8866 4.9779 1.0591
C -2.7415 3.9605 0.6190
C -2.2143 2.8588 0.0254
N -0.8668 2.7226 -0.1216
C -0.0478 3.6965 0.2924
C -3.0163 1.7904 -0.5708
C -4.3755 1.6926 -0.6369
C -4.9333 0.6166 -1.3215
C -4.1335 -0.3368 -1.9493
C -2.7804 -0.2115 -1.8563
N -2.2935 0.8302 -1.1672
C -1.7522 -1.0142 -2.5134
C -2.0120 -2.1204 -3.2701
C -0.9708 -2.7171 -3.9865
C 0.2974 -2.1739 -3.9225
C 0.5085 -1.0842 -3.1020
N -0.4890 -0.5222 -2.4086
H 0.1660 5.6179 1.1883
H -2.2959 5.8644 1.5266
H -3.8114 4.0589 0.7369
H 1.0155 3.5433 0.1529
H -5.0035 2.4451 -0.1832
H -6.0108 0.5291 -1.3835
H -4.5748 -1.1482 -2.5092
H -3.0181 -2.5097 -3.3411
H -1.1645 -3.5869 -4.6013
H 1.1183 -2.5829 -4.4947
H 1.4882 -0.6328 -3.0111
N 3.3385 0.5575 -0.4219
C 2.6700 -0.1522 0.4627
S 0.9605 -0.2506 0.5375
N 3.4628 -0.7714 1.4210
C 3.2474 -1.7266 2.3776
C 4.3025 -1.8352 3.3650
C 4.2035 -2.7414 4.3660
C 3.0726 -3.6035 4.4047
C 2.0317 -3.5079 3.4193
C 2.1119 -2.5962 2.4186
H 2.8649 1.1333 -1.1076
H 4.3541 0.5669 -0.4687
H 4.4126 -0.3910 1.4631
H 5.1602 -1.1718 3.3108
H 4.9732 -2.8182 5.1244
H 3.0044 -4.3658 5.1753
H 1.1949 -4.1929 3.4718
H 1.3551 -2.5629 1.6524
```

Values from the calculation:
**LUMO level (alpha / beta)**: -0.632 / -0.632 Ha
**Frontier orbital gap (alpha / beta)**: 2.4 / 2.4 eV
**Net charge**: +4
**Maximum force**: 0.06537 Eh/bohr
**Relative energy (zero: lowest compared OMol25 entry of this formula, charge and spin)**: 125.1 kJ/mol
**HOMO level (alpha / beta)**: -19.622 / -19.621 eV


[4]
# C22H20Br3INO8PS2

A structure of composition C22H20Br3INO8PS2 in a non-equilibrium geometry (ωB97M-V/def2-TZVPD, the OMol25 dataset).

Structure (XYZ):
```
58
Properties=species:S:1:pos:R:3
N -0.8815 7.3653 -0.1177
C -0.6928 6.4977 -0.8303
O -0.4763 5.5104 -1.6393
C -0.9068 4.2649 -1.1498
C -2.2081 3.8709 -1.3650
C -2.6560 2.6231 -0.9436
P -4.4001 2.3078 -1.3780
O -5.2593 2.3704 -0.0422
O -4.4597 0.7654 -1.8605
S -5.1048 3.4973 -2.7217
C -1.7923 1.7187 -0.2864
C -2.1592 0.3177 0.1434
C -3.3789 0.1495 1.0568
C -3.3344 -1.2386 1.7298
S -3.5083 -1.0956 3.4831
O -2.2780 -0.6371 4.0417
O -4.7088 -0.3906 3.7678
O -3.7400 -2.6042 3.9377
C -0.4700 2.1586 -0.0865
C -0.0235 3.4177 -0.5137
C 1.4159 3.8037 -0.3182
O 1.7523 4.9269 -0.0701
C 2.3608 2.6771 -0.4738
C 3.6210 2.8347 -1.0327
C 4.4262 1.7116 -1.1707
C 4.0042 0.4480 -0.7523
C 4.8975 -0.7600 -0.9376
C 4.1418 -2.0525 -1.3040
C 3.8332 -2.9363 -0.0936
I 3.9185 -5.0304 -0.6137
C 2.7491 0.3110 -0.1586
C 1.9325 1.4276 -0.0322
C 0.5851 1.3200 0.5828
O 0.3871 0.6408 1.5544
H -2.8861 4.5280 -1.8894
H -5.8029 1.5817 0.0933
H -3.9002 0.7178 -2.6485
H -1.3224 -0.1513 0.6324
H -2.3521 -0.2581 -0.7635
H -4.2744 0.1343 0.4595
H -3.4535 0.9394 1.7960
H -4.1756 -1.8401 1.3935
H -2.4456 -1.8012 1.4657
H -3.0001 -3.1428 3.6238
H 3.9621 3.8041 -1.3557
H 5.4092 1.7950 -1.6090
H 5.5531 -0.9128 -0.0833
H 5.5473 -0.5388 -1.7820
H 3.2279 -1.8118 -1.8372
H 4.7899 -2.6129 -1.9663
H 2.8314 -2.8096 0.2888
H 4.5630 -2.7940 0.6909
H 2.3796 -0.6386 0.1918
C 1.6084 -8.9107 0.6867
Br 0.1590 -10.1430 0.4017
Br 2.9148 -9.0124 -0.7244
Br 0.9784 -7.1106 0.9284
H 2.1026 -9.2026 1.6013
```

Values from the calculation:
**LUMO level**: -0.051 Ha
**Frontier orbital gap**: 8.0 eV
**Net charge**: 0
**Maximum force**: 0.03241 Eh/bohr
**Relative energy (zero: lowest compared OMol25 entry of this formula, charge and spin)**: 28.2 kJ/mol
**HOMO level**: -9.417 eV


[5]
# C22H20BrF7N2O8

A cluster of 3 separate species, C22H20BrF7N2O8 in total in a non-equilibrium geometry (ωB97M-V/def2-TZVPD, the OMol25 dataset).

Structure (XYZ):
```
60
Properties=species:S:1:pos:R:3
C -2.7790 -3.8847 -5.1287
O -2.4582 -4.5012 -3.8633
C -3.4469 -4.2797 -2.8389
C -2.8004 -3.7948 -1.4109
C -1.2091 -3.7128 -1.6113
C -0.3936 -3.3125 -0.2546
Br -1.5101 -2.7024 1.2582
O 0.4530 -4.4745 0.0797
C 1.6258 -4.5031 -0.7720
O 2.5850 -5.2846 -0.7477
O 1.4413 -3.3564 -1.6433
C 0.7782 -2.3639 -0.8025
C 1.6952 -1.5415 0.2277
F 2.1994 -2.3166 1.3136
F 0.8619 -0.5333 0.8020
C 2.9232 -0.9188 -0.6396
F 3.9112 -1.9368 -0.8759
F 2.4645 -0.5476 -1.9514
C 3.6614 0.3161 0.0671
F 2.8537 1.4559 0.2660
F 4.7015 0.7290 -0.8361
F 4.2867 -0.1697 1.2338
H -3.7250 -3.2500 -5.1476
H -2.7783 -4.7142 -5.9321
H -1.9054 -3.1801 -5.4255
H -4.3124 -3.5924 -3.1183
H -3.9200 -5.3131 -2.6048
H -3.3061 -2.8020 -1.1615
H -3.1270 -4.5422 -0.5974
H -0.9888 -2.9596 -2.4402
H -0.8643 -4.7855 -1.8692
H 0.2212 -1.5227 -1.3525
C 4.4933 4.7860 1.0822
C 4.9983 6.0769 1.2089
C 5.1738 6.8703 0.0799
C 4.8353 6.3611 -1.1729
C 4.3364 5.0667 -1.3070
C 4.1668 4.2795 -0.1726
N 4.9948 7.2019 -2.3621
O 5.4531 8.3257 -2.2082
O 4.6569 6.7340 -3.4403
H 4.3523 4.1714 1.9666
H 5.2525 6.4659 2.1894
H 5.5681 7.8743 0.1922
H 4.0752 4.6614 -2.2786
H 3.7765 3.2718 -0.2653
C -4.9842 0.2229 5.7061
C -5.5187 1.2803 4.9758
C -5.1771 1.4458 3.6376
C -4.3012 0.5418 3.0388
C -3.7569 -0.5146 3.7670
C -4.1020 -0.6705 5.1053
N -3.9585 0.6977 1.6229
O -4.4404 1.6470 1.0215
O -3.2125 -0.1333 1.1207
H -5.2575 0.0936 6.7492
H -6.2047 1.9746 5.4498
H -5.6006 2.2739 3.0798
H -3.0710 -1.2194 3.3102
H -3.6862 -1.4913 5.6804
```

Values from the calculation:
**LUMO level**: -0.032 Ha
**Structure (SMILES)**: COCCC[C@@]1(Br)OC(=O)O[C@@H]1C(F)(F)C(F)(F)C(F)(F)F.O=[N+]([O-])c1ccccc1.O=[N+]([O-])c1ccccc1
**Frontier orbital gap**: 9.0 eV
**Net charge**: 0
**Maximum force**: 0.11149 Eh/bohr
**HOMO level**: -9.838 eV


[6]
# C22H20BrFN4O2

The molecule C22H20BrFN4O2 (ωB97M-V/def2-TZVPD, the OMol25 dataset).

Structure (XYZ):
```
50
Properties=species:S:1:pos:R:3
O 1.3910 0.6500 -2.3807
C 1.1074 0.6073 -1.2021
N 0.4406 1.5696 -0.5364
H 0.3076 1.4710 0.4596
C 0.1082 2.8319 -1.1501
C -1.3957 3.1213 -1.1268
H -1.9364 2.2238 -1.4323
H -1.6066 3.9109 -1.8491
C -1.9138 3.5832 0.2415
N -1.8940 2.5316 1.2221
C -2.8065 1.5444 1.3671
N -2.4718 0.6923 2.2957
C -1.2845 1.1324 2.7845
C -0.9060 2.2718 2.1325
H -0.0629 2.9207 2.2617
H -0.7829 0.6083 3.5729
H -3.7062 1.4975 0.7871
H -2.9458 3.9318 0.1358
H -1.3036 4.4130 0.6092
H 0.6567 3.6420 -0.6567
H 0.4548 2.7598 -2.1840
C 1.4152 -0.6093 -0.3606
C 0.4987 -1.4716 0.1031
C -0.9406 -1.3967 -0.0785
C -1.7697 -1.9684 0.8896
C -3.1434 -1.8952 0.7891
C -3.7012 -1.2585 -0.3046
C -2.9073 -0.7184 -1.3026
C -1.5334 -0.7906 -1.1884
H -0.9181 -0.3987 -1.9819
H -3.3613 -0.2511 -2.1640
Br -5.5944 -1.1142 -0.4441
H -3.7732 -2.3171 1.5557
H -1.3296 -2.4553 1.7465
H 0.8456 -2.3026 0.7071
N 2.7734 -0.8235 -0.1462
C 3.6880 0.1878 -0.1722
O 3.3640 1.3534 -0.2850
C 5.1221 -0.2152 -0.0701
C 5.6122 -1.3656 0.5402
C 6.9639 -1.6451 0.6062
C 7.8669 -0.7601 0.0444
C 7.4111 0.3984 -0.5644
C 6.0574 0.6670 -0.6118
H 5.6821 1.5679 -1.0726
H 8.1126 1.0935 -0.9985
H 8.9233 -0.9752 0.0884
H 7.2890 -2.5489 1.0971
F 4.7644 -2.2542 1.1173
H 3.0544 -1.7620 0.0990
```

Values from the calculation:
**LUMO level**: 0.006 Ha
**Structure (SMILES)**: O=C(NCCCn1ccnc1)/C(=C\c1ccc(Br)cc1)NC(=O)c1ccccc1F
**Frontier orbital gap**: 8.3 eV
**Net charge**: 0
**Maximum force**: 0.01463 Eh/bohr
**HOMO level**: -8.092 eV


- What is the formula in the third record?
  C22H19N5PdS